Record 1
Below is a structure of composition C24H16Cl2N6O2PdS in a non-equilibrium geometry, with properties calculated with wB97M-V/def2-TZVPD.

Results
HOMO	-7.33	eV
Kohn-Sham gap	5.62	eV
spin multiplicity	1

Geometry as XYZ:
```
52
Properties=species:S:1:pos:R:3:nbo_charge:R:1
Pd 0.602 -0.504 -0.024 0.9273
Cl 6.204 -4.260 -1.686 0.0136
C 4.963 -3.479 -0.772 -0.0750
C 4.020 -2.716 -1.434 -0.2470
C 2.992 -2.063 -0.747 0.1019
N 2.015 -1.262 -1.363 -0.5563
C 2.035 -0.995 -2.689 0.6128
O 2.896 -1.329 -3.493 -0.6272
C 0.880 -0.205 -3.235 0.1266
C 0.894 0.109 -4.591 -0.2034
C -0.145 0.849 -5.121 -0.1568
C -1.172 1.237 -4.273 -0.2507
C -1.106 0.865 -2.942 0.0412
N -0.101 0.161 -2.423 -0.4505
C 2.914 -2.205 0.649 0.1962
C 3.885 -2.972 1.301 -0.2800
C 4.899 -3.601 0.605 -0.0577
Cl 6.064 -4.533 1.477 0.0127
N 1.856 -1.548 1.300 -0.5829
C 1.674 -1.640 2.638 0.6101
O 2.352 -2.285 3.429 -0.6301
C 0.515 -0.880 3.221 0.1330
C 0.259 -1.034 4.581 -0.2054
C -0.811 -0.367 5.144 -0.1591
C -1.582 0.444 4.324 -0.2505
C -1.238 0.549 2.988 0.0399
N -0.212 -0.099 2.438 -0.4566
H 4.088 -2.619 -2.500 0.2729
H 1.727 -0.239 -5.182 0.2587
H -0.158 1.120 -6.168 0.2240
H -2.014 1.816 -4.627 0.2238
H -1.914 1.146 -2.277 0.1873
H 3.840 -3.085 2.366 0.2763
H 0.914 -1.678 5.149 0.2576
H -1.044 -0.475 6.195 0.2233
H -2.436 0.987 4.704 0.2233
H -1.824 1.195 2.345 0.1834
N -4.408 4.571 0.059 -0.7487
C -4.616 3.245 0.073 0.0866
S -6.162 2.659 0.121 -0.1138
C -3.424 2.365 0.052 -0.0725
C -2.120 2.866 0.092 -0.2313
C -1.051 1.991 0.075 0.0504
N -1.201 0.666 0.019 -0.5159
C -2.442 0.174 -0.020 0.0560
C -3.564 0.977 -0.007 -0.2028
H -5.218 5.167 0.072 0.4209
H -3.498 4.991 0.010 0.3928
H -1.919 3.927 0.140 0.2127
H -0.032 2.353 0.110 0.2235
H -2.519 -0.904 -0.068 0.2234
H -4.554 0.548 -0.036 0.2619
```

=====

Record 2
Below is a structure of composition C28H39As2CaN6O10SSbSe4 in a non-equilibrium geometry, with properties calculated with wB97M-V/def2-TZVPD.

Results
HOMO	-1.51	eV
net charge	-2
Kohn-Sham gap	4.78	eV
spin multiplicity	1

Geometry as XYZ:
```
92
Properties=species:S:1:pos:R:3:lowdin_charge:R:1
Ca 2.081 0.835 -2.651 0.7508
Se 6.202 1.231 0.603 -0.3350
Sb 4.931 -0.419 -0.639 -0.3843
Se 2.497 -0.176 -0.156 -0.1158
Se 4.720 0.125 -3.064 -0.2560
Se 5.540 -2.742 -0.225 -0.2818
N 0.759 2.677 0.258 -0.0147
C -0.285 3.598 0.666 -0.2803
C -1.405 2.894 1.426 -0.2060
C -2.604 2.422 0.603 -0.2035
C -2.243 1.533 -0.589 -0.2822
N -1.297 0.515 -0.166 -0.0345
H 1.188 2.228 1.063 0.0236
H 1.505 3.142 -0.246 0.0643
H -0.666 4.078 -0.242 0.1048
H 0.091 4.405 1.319 0.1004
H -1.767 3.584 2.194 0.1009
H -0.981 2.036 1.961 0.0904
H -3.158 3.301 0.254 0.1001
H -3.269 1.850 1.259 0.0930
H -1.848 2.148 -1.413 0.0787
H -3.145 1.038 -0.967 0.1048
H -0.409 0.985 0.038 0.0034
H -1.077 -0.090 -0.956 0.0476
N -3.316 4.581 -7.936 0.0822
C -2.395 4.112 -7.001 -0.3303
C -2.722 4.079 -5.645 -0.0321
C -1.800 3.653 -4.713 -0.0508
C -0.544 3.255 -5.129 -0.3078
C -0.197 3.290 -6.466 -0.0590
C -1.118 3.728 -7.401 -0.0333
S 0.574 2.596 -3.950 0.5329
O 1.815 2.216 -4.622 -0.4005
O 0.765 3.557 -2.886 -0.3058
N -0.081 1.255 -3.260 -0.2284
C -0.070 0.101 -4.084 -0.4948
N 0.377 -1.036 -3.486 0.0966
C 0.352 -2.098 -4.278 -0.1168
C -0.060 -2.081 -5.600 -0.0550
C -0.442 -0.847 -6.100 -0.1288
N -0.449 0.238 -5.355 0.1332
H -4.280 4.499 -7.656 0.0814
H -3.163 4.254 -8.877 0.0809
H -3.711 4.382 -5.327 0.1076
H -2.059 3.614 -3.663 0.1153
H 0.787 2.955 -6.764 0.1148
H -0.852 3.762 -8.450 0.1062
H 0.698 -3.018 -3.816 0.1208
H -0.058 -2.975 -6.203 0.0935
H -0.742 -0.731 -7.138 0.1069
C -3.783 0.541 5.040 -0.0633
O -2.446 0.242 4.670 -0.1030
C -2.323 -0.408 3.492 -0.5452
O -3.274 -0.656 2.794 0.0702
C -0.883 -0.590 3.123 -0.3157
C 0.086 -0.555 4.053 -0.3166
As -0.332 -1.931 5.353 1.3375
C 1.207 -1.971 6.572 -0.3003
C 0.292 -3.251 4.021 -0.3010
C 0.221 -3.147 2.688 -0.2564
As -0.335 -1.584 1.461 1.3310
C -2.043 -2.507 1.076 -0.2783
C 0.267 -4.432 1.891 -0.5712
O -0.492 -5.337 2.143 0.1099
O 1.092 -4.526 0.847 -0.0428
C 2.140 -3.558 0.602 -0.1477
C 0.558 -4.527 4.754 -0.5609
O -0.234 -4.965 5.554 0.0753
O 1.743 -5.136 4.612 -0.0123
C 2.810 -4.544 3.871 -0.0218
C 1.447 -0.081 3.621 -0.5589
O 1.532 0.907 2.940 0.0736
O 2.479 -0.715 4.166 -0.0789
C 3.771 -0.220 3.730 -0.0118
H -3.721 0.966 6.038 0.0874
H -4.397 -0.360 5.043 0.0928
H -4.220 1.261 4.345 0.0918
H 1.251 -1.005 7.077 0.0219
H 2.148 -2.151 6.062 0.0139
H 1.012 -2.748 7.310 0.0169
H -2.503 -2.926 1.964 0.0319
H -1.789 -3.314 0.383 0.0287
H -2.707 -1.782 0.618 0.0074
H 3.053 -4.115 0.396 0.0240
H 2.300 -2.902 1.460 0.0487
H 1.876 -2.941 -0.258 0.0265
H 3.720 -4.966 4.290 0.0982
H 2.823 -3.459 3.971 0.0860
H 2.741 -4.818 2.821 0.0851
H 4.500 -0.890 4.175 0.0929
H 3.912 0.804 4.068 0.0945
H 3.834 -0.245 2.643 0.0419
```

=====

Record 3
Below is a cluster of 5 separate species, C20H35N5 in total in a non-equilibrium geometry, with properties calculated with wB97M-V/def2-TZVPD.

Results
HOMO	-10.86	eV
Kohn-Sham gap	11.32	eV
structure (SMILES)	CCCC#N.CCCC#N.CCCC#N.CCCC#N.CCCC#N
spin multiplicity	1

Geometry as XYZ:
```
60
Properties=species:S:1:pos:R:3:nbo_charge:R:1
C 16.610 8.477 2.087 -0.6237
C 16.438 9.110 3.482 -0.3928
C 16.879 8.148 4.555 -0.5547
C 18.151 7.459 4.308 0.2889
N 19.172 6.964 4.148 -0.3370
H 17.620 8.097 1.933 0.2442
H 16.344 9.108 1.239 0.2249
H 15.962 7.601 2.111 0.1807
H 15.448 9.520 3.685 0.2038
H 16.995 10.046 3.438 0.2101
H 16.187 7.310 4.466 0.2753
H 16.763 8.516 5.575 0.2602
C 14.972 5.735 4.586 -0.6488
C 13.748 6.631 4.289 -0.4333
C 13.358 6.278 2.826 -0.5376
C 12.814 4.927 2.685 0.3236
N 12.364 3.881 2.543 -0.3619
H 14.870 4.651 4.617 0.2187
H 15.304 5.955 5.601 0.2186
H 15.777 5.980 3.893 0.2193
H 14.097 7.663 4.326 0.2182
H 12.998 6.618 5.080 0.2629
H 14.179 6.408 2.121 0.2500
H 12.491 6.874 2.541 0.2609
C 11.934 8.479 3.753 -0.6402
C 11.234 9.827 4.002 -0.3906
C 10.073 9.661 5.026 -0.4929
C 9.084 8.595 4.559 0.2808
N 8.383 7.781 4.176 -0.3421
H 11.436 7.531 3.547 0.2087
H 12.556 8.255 4.619 0.2393
H 12.640 8.675 2.946 0.2086
H 10.819 9.963 3.003 0.2133
H 11.890 10.639 4.314 0.2269
H 9.508 10.570 5.230 0.2525
H 10.468 9.290 5.972 0.2352
C 11.224 4.627 5.030 -0.6454
C 10.278 5.853 5.216 -0.3828
C 10.452 6.751 6.441 -0.5256
C 11.795 7.296 6.679 0.3241
N 12.858 7.762 6.778 -0.3806
H 10.790 3.839 5.646 0.2099
H 12.207 4.725 5.490 0.2042
H 11.216 4.332 3.981 0.2564
H 9.244 5.557 5.393 0.2313
H 10.350 6.494 4.338 0.2049
H 10.324 6.143 7.336 0.2548
H 9.782 7.610 6.386 0.2544
C 16.384 5.343 2.253 -0.6282
C 17.311 4.560 1.282 -0.3952
C 17.471 5.383 -0.032 -0.4989
C 18.036 6.779 0.049 0.3114
N 18.390 7.854 0.218 -0.3544
H 15.601 5.827 1.670 0.1920
H 16.941 5.991 2.930 0.2334
H 15.733 4.634 2.765 0.2301
H 17.057 3.520 1.076 0.2248
H 18.280 4.383 1.750 0.2224
H 16.514 5.405 -0.553 0.2396
H 18.193 4.916 -0.703 0.2476
```

=====

Record 4
Below is a structure of composition C35H53BrHgN9PSi2 in a non-equilibrium geometry, with properties calculated with wB97M-V/def2-TZVPD.

Results
HOMO (spin up / spin down)	-9.36 / -9.77	eV
net charge	+1
Kohn-Sham gap (spin up / spin down)	6.88 / 7.28	eV
spin multiplicity	2

Geometry as XYZ:
```
102
Properties=species:S:1:pos:R:3:lowdin_spin:R:1
Hg -0.084 0.041 -0.149 0.0207
C 3.041 -2.963 2.309 0.0000
N 2.160 -1.807 2.316 0.0003
C 1.673 -1.566 3.651 0.0001
C 0.512 -0.613 3.784 0.0002
N -0.339 -0.220 2.871 0.0008
C -1.283 0.543 3.536 0.0000
C -2.432 1.164 3.052 -0.0002
C -3.198 1.880 3.950 0.0000
C -2.832 1.996 5.296 0.0000
C -1.703 1.374 5.796 0.0000
C -0.946 0.639 4.894 0.0000
N 0.205 -0.106 5.023 0.0001
C 3.443 -3.422 0.946 0.0000
N 3.352 -2.761 -0.165 0.0000
C 3.762 -3.641 -1.161 0.0000
C 3.789 -3.505 -2.549 0.0000
C 4.238 -4.576 -3.298 0.0000
C 4.649 -5.770 -2.696 0.0000
C 4.607 -5.937 -1.325 0.0000
C 4.153 -4.859 -0.578 0.0000
N 3.937 -4.687 0.770 0.0000
H 2.489 -3.790 2.766 0.0000
H 3.952 -2.810 2.916 0.0000
H 2.580 -0.996 1.882 0.0004
H 2.458 -1.235 4.353 0.0000
H 1.314 -2.540 4.003 0.0000
H -2.694 1.074 2.006 -0.0004
H -4.107 2.361 3.613 0.0000
H -3.451 2.583 5.961 0.0000
H -1.427 1.457 6.839 0.0000
H 0.693 -0.290 5.881 0.0000
H 3.442 -2.596 -3.018 0.0000
H 4.262 -4.500 -4.377 0.0000
H 4.984 -6.588 -3.319 0.0000
H 4.896 -6.872 -0.863 0.0000
H 4.104 -5.369 1.490 0.0000
C -3.683 4.273 -2.520 0.0000
C -2.835 4.188 -1.287 0.0000
C -2.316 5.322 -0.669 0.0001
C -1.466 5.199 0.420 0.0000
C -1.179 3.911 0.839 0.0002
Br 0.068 3.625 2.268 0.0010
N -1.687 2.826 0.312 0.0010
C -2.508 2.958 -0.725 0.0001
H -4.286 5.180 -2.521 0.0000
H -4.337 3.407 -2.602 0.0000
H -3.045 4.291 -3.405 0.0000
H -2.585 6.304 -1.037 0.0000
H -1.036 6.059 0.913 0.0000
H -2.910 2.029 -1.116 -0.0002
C 4.701 3.832 -0.855 0.0001
N 3.478 3.724 0.052 0.0000
C 2.407 4.655 -0.522 0.0000
N 2.122 4.336 -1.868 0.0000
C 3.322 4.430 -2.688 0.0001
N 4.366 3.537 -2.200 0.0006
C 4.013 2.131 -2.405 0.0018
P 2.455 1.556 -1.497 0.0088
C 3.007 2.309 0.133 0.0015
C 1.441 3.051 -2.018 0.0009
H 5.452 3.134 -0.485 0.0000
H 5.072 4.856 -0.774 0.0000
H 3.711 4.045 0.992 0.0000
H 2.806 5.669 -0.448 0.0000
H 1.521 4.553 0.102 0.0000
H 3.693 5.458 -2.670 0.0000
H 3.078 4.167 -3.715 0.0000
H 4.851 1.497 -2.101 0.0000
H 3.864 1.959 -3.473 0.0001
H 3.836 1.704 0.508 0.0000
H 2.180 2.244 0.842 0.0013
H 0.514 3.056 -1.438 0.0007
H 1.170 2.917 -3.068 0.0000
C -5.281 -0.666 -2.364 0.0268
Si -3.581 -1.519 -2.306 0.0935
C -3.609 -3.161 -3.234 -0.0011
C -2.385 -0.350 -3.225 0.0168
C -3.114 -1.731 -0.519 0.6510
Si -2.974 -3.231 0.585 0.0860
C -4.335 -3.040 1.897 0.0246
C -3.223 -4.904 -0.259 -0.0017
C -1.263 -3.246 1.400 0.0202
H -5.598 -0.462 -3.388 0.0037
H -5.259 0.283 -1.825 0.0001
H -6.044 -1.291 -1.898 0.0003
H -3.788 -3.017 -4.300 -0.0005
H -4.388 -3.821 -2.852 0.0002
H -2.654 -3.675 -3.120 0.0004
H -2.891 0.145 -4.056 0.0015
H -1.533 -0.902 -3.625 -0.0004
H -1.992 0.423 -2.561 -0.0010
H -3.132 -0.801 0.054 0.0331
H -5.289 -2.807 1.424 0.0013
H -4.100 -2.236 2.596 0.0001
H -4.468 -3.958 2.473 0.0034
H -4.227 -5.005 -0.673 0.0000
H -3.089 -5.705 0.470 -0.0004
H -2.509 -5.072 -1.067 0.0001
H -1.062 -2.298 1.897 -0.0006
H -0.480 -3.398 0.653 -0.0007
H -1.185 -4.046 2.141 0.0024
```

=====

Record 5
Below is a structure of composition C2H4LiO2Tm in a non-equilibrium geometry, with properties calculated with wB97M-V/def2-TZVPD.

Results
HOMO (spin up / spin down)	-16.35 / -16.53	eV
net charge	+2
Kohn-Sham gap (spin up / spin down)	7.31 / 7.17	eV
spin multiplicity	3

Geometry as XYZ:
```
10
Properties=species:S:1:pos:R:3:lowdin_spin:R:1
O 2.222 -0.132 0.265 0.1295
C 1.017 -1.700 -0.212 0.1435
C -0.304 -1.499 0.271 0.3759
O -0.403 -0.967 1.571 0.2738
H 2.865 -0.520 0.863 0.0017
H 1.660 -2.243 0.496 0.0203
H 1.116 -1.623 -1.300 0.0064
H -1.058 -2.241 -0.020 0.0135
Li -2.367 -0.659 1.761 0.0008
Tm 0.623 1.307 0.591 1.0346
```

=====

Record 6
Below is a cluster of 2 separate species, C2H5IN2 in total in a non-equilibrium geometry, with properties calculated with wB97M-V/def2-TZVPD.

Results
HOMO	-8.28	eV
Kohn-Sham gap	9.03	eV
spin multiplicity	1

Geometry as XYZ:
```
10
Properties=species:S:1:pos:R:3:nbo_charge:R:1
C 0.271 0.525 2.548 -0.0330
C 0.048 -0.172 -0.728 -0.4420
N 0.263 0.038 1.493 -0.0061
N 0.324 -0.745 0.549 -0.3495
I 3.153 -2.183 -1.482 -0.0956
H 1.659 -2.612 -1.864 0.0985
H -0.194 0.865 3.469 0.2452
H -0.549 0.678 -0.489 0.1829
H 0.945 0.267 -1.229 0.1951
H -0.535 -0.866 -1.438 0.2045
```

=====

E across the listed records, respectively: -2849.669118 -17564.791722 -1056.609173 -5505.906289 -1321.107491 -486.269074 Eh.